{
  "formula": "C21H34N2O5",
  "method": "ωB97M-V/def2-TZVPD",
  "lumo_energy_ev": 0.688,
  "charge": 0,
  "e_above_lowest_ev": 0.000,
  "smiles": "Cc1cc(C)c(NC(=O)CN2CCOCCOCCOCCOCC2)c(C)c1",
  "homo_energy_ha": -0.3014,
  "energy_ha": -1306.2795,
  "species": ["C", "C", "C", "C", "C", "C", "C", "H", "C", "H", "H", "H", "N", "C", "O", "C", "N", "C", "H", "H", "C", "O", "C", "C", "O", "C", "C", "O", "C", "H", "H", "C", "H", "H", "O", "C", "H", "H", "C", "H", "H", "H", "H", "H", "H", "H", "H", "H", "H", "H", "H", "H", "H", "H", "C", "H", "H", "H", "H", "H", "H", "H"],
  "positions_angstrom": [[4.83390, 3.00375, -0.24347], [3.65627, 2.20400, 0.22691], [3.80753, 0.86310, 0.55619], [2.73952, 0.10513, 1.00236], [1.47580, 0.70074, 1.11207], [1.30053, 2.04756, 0.79033], [2.40240, 2.77527, 0.35723], [2.26865, 3.81887, 0.10932], [-0.03646, 2.70893, 0.88582], [-0.37182, 2.71711, 1.92246], [0.01567, 3.73261, 0.52380], [-0.77195, 2.16467, 0.29699], [0.40085, -0.12790, 1.50787], [-0.44496, 0.03302, 2.53891], [-0.46843, 0.97558, 3.30614], [-1.39033, -1.16994, 2.70300], [-1.98013, -1.59981, 1.44661], [-3.24447, -0.94657, 1.17156], [-3.75144, -1.48338, 0.36522], [-3.90984, -0.94662, 2.05269], [-3.02523, 0.50219, 0.72350], [-2.37972, 0.56623, -0.53329], [-3.25693, 0.68867, -1.63384], [-2.51403, 0.44853, -2.95518], [-1.56804, 1.44900, -3.25454], [-0.28640, 1.24128, -2.69494], [0.53945, 0.19479, -3.46349], [0.23448, -1.14821, -3.14016], [0.75566, -1.61366, -1.91253], [1.15589, -0.78917, -1.31383], [1.57195, -2.32135, -2.11479], [-0.34595, -2.31862, -1.11583], [-1.17999, -1.62468, -0.96113], [-0.69889, -3.19957, -1.66746], [0.21074, -2.70313, 0.13036], [-0.57718, -3.56703, 0.91561], [-0.67898, -4.54546, 0.42290], [0.00500, -3.70243, 1.83076], [-1.98773, -3.03240, 1.23184], [-2.63211, -3.23841, 0.37412], [-2.38459, -3.60017, 2.09123], [0.32015, 0.28537, -4.53043], [1.60733, 0.38947, -3.29892], [0.21659, 2.20822, -2.76764], [-0.36766, 0.95719, -1.64171], [-2.04262, -0.53883, -2.94636], [-3.25219, 0.48474, -3.76209], [-3.69394, 1.69827, -1.64371], [-4.07363, -0.04481, -1.56306], [-2.37822, 1.01205, 1.43905], [-3.98681, 1.02847, 0.68826], [-2.15622, -0.89655, 3.44420], [-0.79380, -1.98261, 3.12577], [0.35035, -1.02665, 1.03474], [2.93619, -1.32929, 1.39494], [2.36793, -1.99752, 0.74878], [3.98769, -1.59783, 1.33316], [2.59789, -1.48604, 2.41889], [4.78308, 0.40455, 0.47298], [5.55960, 3.11436, 0.56196], [4.52690, 3.99466, -0.56789], [5.33149, 2.50213, -1.07226]],
  "forces_ev_per_a": [[0.001, -0.029, 0.037], [-0.028, -0.024, -0.011], [-0.111, 0.096, -0.047], [-0.059, 0.016, 0.066], [0.357, 0.342, 0.015], [-0.088, -0.104, 0.044], [0.117, -0.103, 0.015], [-0.032, 0.124, -0.035], [-0.040, 0.030, 0.109], [-0.067, 0.043, -0.020], [-0.007, 0.059, -0.076], [-0.130, -0.026, -0.061], [0.200, -0.169, -0.433], [-0.240, -0.266, 0.369], [0.038, 0.106, 0.171], [-0.059, 0.201, -0.048], [-0.138, -0.264, 0.136], [0.042, 0.431, -0.198], [-0.004, 0.005, 0.048], [0.005, -0.034, -0.061], [-0.127, -0.216, 0.102], [0.181, -0.124, -0.062], [0.040, 0.074, -0.454], [-0.344, -0.031, 0.448], [-0.099, 0.113, -0.013], [0.379, -0.332, -0.210], [-0.115, 0.425, 0.091], [-0.249, -0.297, 0.115], [-0.013, -0.229, 0.175], [0.022, 0.017, 0.033], [-0.040, 0.116, 0.089], [0.002, 0.172, -0.370], [0.042, -0.061, -0.014], [0.005, 0.011, 0.025], [0.108, 0.079, -0.204], [-0.196, -0.127, 0.211], [0.045, 0.063, 0.089], [-0.079, -0.074, -0.030], [0.306, -0.023, -0.158], [-0.020, 0.028, 0.074], [-0.012, -0.034, -0.107], [0.093, 0.111, 0.073], [-0.018, -0.006, -0.017], [0.055, -0.073, 0.074], [0.097, 0.079, 0.014], [-0.101, 0.024, -0.027], [0.003, -0.094, 0.094], [-0.012, -0.105, -0.007], [0.008, 0.019, -0.023], [-0.131, 0.094, 0.002], [0.050, 0.020, 0.038], [0.149, 0.007, -0.054], [-0.013, 0.007, 0.014], [-0.144, 0.043, 0.005], [0.027, 0.042, -0.052], [0.015, -0.105, 0.033], [0.057, -0.039, 0.003], [-0.033, -0.091, 0.074], [0.113, -0.087, -0.001], [0.088, 0.058, 0.004], [0.033, 0.080, -0.038], [0.069, 0.030, -0.060]],
  "lowdin_charge": [-0.0529, -0.2745, -0.0133, -0.2021, -0.1504, -0.1859, -0.0078, 0.1130, -0.0246, 0.0752, 0.0819, 0.0606, 0.1657, -0.4713, 0.0584, -0.0711, -0.1728, -0.1500, 0.1184, 0.1282, -0.1748, -0.1743, -0.1785, -0.1762, -0.1205, -0.1726, -0.1669, -0.1459, -0.1694, 0.1147, 0.1362, -0.1617, 0.1099, 0.1389, -0.1929, -0.1812, 0.1278, 0.1213, -0.1653, 0.1161, 0.1295, 0.1328, 0.1269, 0.1329, 0.1036, 0.1167, 0.1307, 0.1338, 0.1254, 0.1074, 0.1307, 0.1324, 0.1299, 0.1043, -0.0273, 0.0636, 0.0787, 0.0894, 0.1165, 0.0818, 0.0724, 0.0786]
}